This record from OMol25 describes C15H27NO4 in the gas phase. The level of theory is wB97M-V/def2-TZVPD.

Positions of all 47 atoms, in Å:
O 1.89139 2.20638 5.50678
C 1.86645 1.14987 6.09222
O 2.85056 0.76851 6.90348
H 3.55796 1.43294 6.93013
C 0.77946 0.11612 6.00635
H 0.60679 -0.29787 6.99964
C -0.52608 0.64242 5.39686
N -0.34301 1.11786 4.04458
C -0.02663 0.27524 3.03123
O 0.02416 -0.92412 3.23058
C 0.21814 0.94954 1.70215
C 0.41164 -0.07131 0.58620
C 0.84633 0.56258 -0.73377
C -0.15010 1.56373 -1.32298
C -1.55050 1.00388 -1.58253
C -1.59273 -0.21735 -2.50209
C -1.05793 0.06835 -3.90339
C -1.27039 -1.09938 -4.87102
C -0.45020 -2.31442 -4.50451
C 1.01693 -2.33525 -4.80990
C 0.07862 -3.21599 -5.57848
H 0.10435 -4.27966 -5.39601
H -0.12930 -2.95943 -6.60647
H 1.44010 -1.48332 -5.32083
H 1.69058 -2.79323 -4.10148
H -0.76183 -2.79545 -3.58571
H -0.99248 -0.77599 -5.87703
H -2.33025 -1.36826 -4.88910
H 0.00963 0.28755 -3.85318
H -1.56406 0.95182 -4.30127
H -2.63200 -0.54754 -2.58367
H -1.02581 -1.03131 -2.05094
H -2.15620 1.79924 -2.02565
H -2.01435 0.73802 -0.63065
H -0.24386 2.41774 -0.64866
H 0.26237 1.94341 -2.26011
H 1.02788 -0.23325 -1.45823
H 1.79666 1.08144 -0.57966
H 1.17290 -0.78747 0.90301
H -0.51403 -0.63105 0.45155
H 1.10797 1.57838 1.80139
H -0.62557 1.60965 1.49759
O -0.29927 2.49543 3.87267
H 0.53115 2.80144 4.29770
H -1.24993 -0.17610 5.37426
H -0.93104 1.47131 5.97993
H 1.14554 -0.69509 5.36901

Atoms 1-2, force components in eV/Å:
O 0.1 0.2 -0.1
C -0.2 0.0 -0.1

Computed properties:
Kohn-Sham gap: 9.8 eV
2S+1: 1
SMILES: O=C(O)CCN(O)C(=O)CCCCCCCCC1CC1
E_HOMO: -9.24 eV

Atomic partial charges in e from the Mulliken method, atoms 1 to 5:
1 O -0.652
2 C 0.633
3 O -0.451
4 H 0.358
5 C -0.560